Computed, not measured: C4H36NO16 as an isolated structure in a non-equilibrium geometry, with the ωB97M-V functional and the def2-TZVPD basis.

The geometry in ORCA input format:
```
! RIJCOSX wB97M-V def2-TZVPD def2/J DEFGRID3
* xyz -1 1
C 0.65 -1.28 -0.51
C 1.07 -2.75 -0.49
C 1.07 -3.28 -1.89
O 0.55 -4.31 -2.25
N -0.82 -1.12 -0.32
C -1.17 -0.51 1.00
O -1.55 0.86 1.00
H 1.20 -0.63 -1.20
H 1.12 -0.81 0.37
H 0.33 -3.32 0.06
H 2.04 -2.88 0.00
H 1.60 -2.69 -2.66
H -1.23 -0.53 -1.01
H -2.04 -1.08 1.34
H -0.24 -0.58 1.57
H -0.47 1.22 4.01
H -0.66 0.01 4.87
O 0.02 0.66 4.65
H -2.33 1.03 -2.06
H -1.40 2.20 -2.31
O -1.81 1.43 -2.76
H 2.65 0.71 0.81
H 3.90 0.17 1.54
O 2.96 0.05 1.46
H -0.60 3.20 -0.02
H -1.72 2.14 2.19
O -0.52 2.45 -0.62
H 2.34 2.82 -0.61
H 1.09 2.04 -0.23
O 2.04 2.18 0.06
H 1.94 -1.30 2.91
H 1.44 -0.61 4.23
O 2.09 -1.23 3.86
H -2.47 -2.99 -1.89
H -2.86 -1.59 -2.28
O -3.24 -2.45 -2.10
H 3.00 -0.39 -2.92
H 2.78 0.70 -1.88
O 3.16 -0.18 -1.99
H 1.87 2.77 2.74
H 2.62 3.23 1.52
O 2.36 3.53 2.41
H -3.33 0.72 0.61
H -4.20 -0.58 0.55
O -4.24 0.37 0.55
H -2.61 -3.49 1.36
H -1.41 -3.35 0.68
O -1.68 -3.60 1.59
H -2.60 2.15 3.44
H -1.11 1.60 0.18
O -1.78 2.51 3.09
H 0.55 2.84 -1.91
H 1.18 2.18 -3.18
O 1.06 3.03 -2.73
H -0.40 0.50 -3.66
H 0.03 1.39 -4.79
O 0.30 0.58 -4.34
*
```

Calculated values
* HOMO-LUMO gap: 9.48 eV
* energy relative to the best compared isomer or geometry (same formula, charge and spin): 81.0 kcal per mole


Computed, not measured: a 14-piece molecular cluster, C4H36O13S2 overall in a non-equilibrium geometry, with the ωB97M-V functional and the def2-TZVPD basis.

The geometry in ORCA input format:
```
! RIJCOSX wB97M-V def2-TZVPD def2/J DEFGRID3
* xyz -1 2
C -0.26 2.39 3.17
C -1.47 2.34 2.22
S -1.43 3.50 0.83
S 0.50 4.16 0.46
C 1.41 3.02 -0.59
C 0.74 2.81 -1.98
H -0.28 3.23 3.87
H 0.63 2.39 2.55
H -0.13 1.47 3.74
H -2.30 2.70 2.84
H -1.58 1.29 1.98
H 2.39 3.44 -0.71
H 1.39 2.04 -0.14
H -0.34 2.91 -1.93
H 0.97 1.88 -2.49
H 1.14 3.65 -2.56
H -1.15 -0.67 -1.29
H -1.74 -1.62 -0.24
O -0.89 -1.34 -0.63
H -0.39 -0.79 4.48
H -0.04 -1.81 3.28
O -0.37 -1.70 4.17
H -4.38 1.44 1.14
H -3.52 0.53 0.28
O -4.44 0.72 0.50
H 1.44 -3.43 1.41
H 2.58 -2.43 1.47
O 1.89 -2.81 2.02
H 0.01 -2.94 -0.27
H 0.15 -4.48 -0.52
O 0.04 -3.81 0.16
H 2.69 -1.68 -1.81
H 1.42 -0.98 -2.04
O 2.01 -1.22 -1.29
H -0.39 -2.60 -2.17
H -0.83 -2.56 -3.64
O -0.80 -3.13 -2.86
H 3.77 0.81 -1.30
H 4.06 1.87 -0.26
O 4.30 1.60 -1.15
H -2.26 0.05 -3.56
H -2.74 -1.36 -2.98
O -2.42 -0.48 -2.76
H 0.84 -0.03 -4.00
H 0.93 -1.58 -4.05
O 0.87 -0.82 -3.42
H -3.33 -2.36 1.54
H -3.93 -1.08 1.14
O -3.30 -1.75 0.79
H 0.23 0.10 0.29
H 0.11 -0.52 1.56
O 0.34 0.36 1.22
H 2.34 -0.58 0.52
H 2.53 0.30 1.73
O 2.92 -0.46 1.28
*
```

Calculated values
* HOMO-LUMO gap (alpha / beta): 2.85 / 8.85 eV
* <S²>: 0.751


Computed, not measured: a 15-piece molecular cluster, C4H37NO16 overall in a non-equilibrium geometry, with the ωB97M-V functional and the def2-TZVPD basis.

The geometry in ORCA input format:
```
! RIJCOSX wB97M-V def2-TZVPD def2/J DEFGRID3
* xyz 0 1
C 1.33 0.60 -2.15
N 2.34 -0.10 -1.56
C 3.70 0.26 -1.86
C 1.89 -0.76 -0.34
C 1.52 -2.21 -0.54
O 1.07 -2.78 0.70
O 1.51 1.45 -3.01
H 0.32 0.48 -1.74
H 4.41 -0.39 -1.35
H 3.94 -0.01 -2.89
H 3.83 1.31 -1.65
H 1.10 -0.16 0.11
H 2.65 -0.75 0.45
H 0.63 -2.37 -1.17
H 2.36 -2.84 -0.84
H 1.81 -2.80 1.30
H -2.00 0.72 3.81
H -2.28 -0.33 4.92
O -2.66 0.41 4.45
H -4.04 0.81 3.31
H -4.28 1.09 1.79
O -4.58 0.57 2.54
H -2.93 1.28 -4.33
H -3.43 2.49 -3.29
O -3.01 1.65 -3.45
H -2.34 -0.88 1.60
H -1.15 -0.72 0.49
O -1.63 -1.28 1.10
H -0.36 -0.79 3.06
H 1.02 -0.29 3.27
O 0.19 -0.03 2.85
H -0.78 3.04 -4.08
H 0.65 3.16 -3.31
O -0.22 3.53 -3.49
H 0.04 1.26 1.20
H -0.81 2.17 0.09
O -0.62 1.28 0.50
H 1.78 -2.00 -3.08
H 1.77 -2.79 -4.41
O 2.34 -2.46 -3.71
H -4.36 -1.10 -0.50
H -4.38 -2.59 -0.49
O -4.90 -1.85 -0.82
H 0.35 -2.90 2.57
H 0.52 -3.77 3.91
O 0.84 -3.03 3.39
H 3.46 -0.47 2.27
H 2.85 -1.67 3.10
O 2.97 -0.71 3.08
H -0.35 3.93 -0.34
H -1.27 3.74 -1.57
O -1.21 3.60 -0.62
H 4.94 0.15 0.44
H 4.13 1.40 0.96
O 4.60 0.61 1.21
H -2.41 0.88 0.36
H -3.38 1.19 -0.90
O -3.30 0.87 0.00
*
```

Calculated values
* HOMO-LUMO gap: 9.95 eV
* energy relative to the best compared isomer or geometry (same formula, charge and spin): 104.6 kcal per mole


Computed, not measured: C4H37O16 as an isolated structure in a non-equilibrium geometry, with the ωB97M-V functional and the def2-TZVPD basis.

The geometry in ORCA input format:
```
! RIJCOSX wB97M-V def2-TZVPD def2/J DEFGRID3
* xyz -1 1
C -0.47 -2.60 1.89
O 0.84 -3.02 1.65
C -0.53 -1.29 2.74
C 0.21 -0.14 1.97
C -0.51 0.37 0.76
O 0.23 1.34 0.00
H -1.00 -3.35 2.50
H -0.93 -2.37 0.92
H 0.16 -1.44 3.58
H -1.50 -0.84 2.87
H 1.23 -0.48 1.75
H 0.40 0.65 2.71
H -0.53 -0.48 0.05
H -1.49 0.82 0.90
H 1.17 1.39 0.22
H -2.46 -0.75 -3.15
H -1.08 -0.21 -2.75
O -1.92 0.05 -3.15
H 0.91 -1.26 -2.46
H 2.06 -0.39 -2.34
O 1.34 -0.58 -2.98
H 1.59 4.13 2.78
H 0.89 5.08 1.56
O 1.04 4.86 2.48
H 0.28 4.43 -1.15
H 0.21 3.46 0.09
O 0.39 4.36 -0.20
H -3.89 1.28 0.34
H -4.18 2.41 1.33
O -4.57 1.62 0.94
H 0.66 1.95 -1.87
H 0.40 2.22 -3.33
O 0.81 2.63 -2.55
H 4.84 -1.05 -1.10
H 5.44 -2.24 -0.33
O 5.54 -1.73 -1.13
H 2.30 -2.51 2.38
H 3.71 -3.21 2.42
O 3.23 -2.41 2.69
H -3.85 -2.06 -1.07
H -2.58 -2.41 -1.87
O -3.43 -1.95 -1.94
H -0.42 -3.92 -2.05
H -0.42 -3.23 -0.73
O -0.97 -3.31 -1.53
H 1.81 -3.71 -1.09
H 1.32 -2.85 0.62
O 1.62 -2.89 -0.61
H -3.00 4.06 0.37
H -2.44 4.49 1.71
O -3.23 4.10 1.31
H -1.53 1.74 -2.01
H -2.98 2.11 -1.90
O -2.15 2.19 -1.42
H 2.26 -1.70 -0.79
H 2.62 -0.66 0.46
O 2.58 -0.70 -0.48
*
```

Calculated values
* HOMO-LUMO gap: 9.33 eV
* energy relative to the best compared isomer or geometry (same formula, charge and spin): 41.9 kcal per mole


Computed, not measured: a 14-piece molecular cluster, C4H38NO13 overall in a non-equilibrium geometry, with the ωB97M-V functional and the def2-TZVPD basis.

The geometry in ORCA input format:
```
! RIJCOSX wB97M-V def2-TZVPD def2/J DEFGRID3
* xyz 1 1
C -3.20 -0.80 -1.08
C -2.12 0.20 -1.01
N -0.82 -0.39 -1.39
C -0.40 -0.58 -2.84
C -1.18 -1.59 -3.60
H -3.50 -1.17 -0.11
H -2.84 -1.81 -1.50
H -4.16 -0.44 -1.52
H -2.33 1.04 -1.71
H -2.01 0.67 -0.06
H -0.53 -1.30 -0.75
H -0.04 0.31 -1.23
H 0.72 -0.81 -2.79
H -0.49 0.52 -3.32
H -1.13 -1.60 -4.69
H -0.74 -2.57 -3.21
H -2.28 -1.63 -3.62
H 1.62 0.80 0.19
H 0.82 1.68 1.08
O 0.93 1.41 0.15
H 3.11 -1.09 0.93
H 4.08 -2.29 1.30
O 3.83 -1.66 0.67
H -1.90 3.79 -0.70
H -0.64 3.17 0.18
O -1.50 3.10 -0.26
H -0.22 0.49 3.86
H 0.66 -0.44 4.86
O 0.69 0.28 4.30
H 3.14 0.74 2.79
H 1.74 0.65 2.99
O 2.34 0.62 2.26
H 2.48 2.83 0.02
H 3.85 2.28 -0.19
O 3.03 2.43 -0.67
H 1.47 -1.42 -0.36
H 0.97 -1.19 1.18
O 0.85 -1.75 0.37
H -2.13 -2.89 2.06
H -3.31 -2.36 1.36
O -2.70 -2.13 2.03
H -1.84 0.32 2.30
H -2.77 0.70 3.59
O -1.94 0.81 3.18
H -0.80 -2.88 -0.11
H -0.78 -4.47 0.19
O -1.33 -3.67 0.07
H 0.51 3.19 3.13
H -0.74 2.55 2.38
O 0.18 2.79 2.33
H 2.21 2.64 -2.49
H 0.84 2.65 -2.09
O 1.34 2.18 -2.63
H 3.29 -1.16 -1.46
H 3.00 0.04 -2.36
O 2.62 -0.78 -2.00
*
```

Calculated values
* HOMO-LUMO gap: 11.13 eV
* energy relative to the best compared isomer or geometry (same formula, charge and spin): 95.4 kcal per mole


Computed, not measured: a 14-piece molecular cluster, C4H39N2O13 overall in a non-equilibrium geometry, with the ωB97M-V functional and the def2-TZVPD basis.

The geometry in ORCA input format:
```
! RIJCOSX wB97M-V def2-TZVPD def2/J DEFGRID3
* xyz 1 1
N 0.64 0.47 -2.15
C 0.56 0.62 -0.61
C 1.69 -0.22 -0.02
C -0.76 0.10 -0.20
N -1.10 0.79 1.06
C -2.53 0.71 1.46
H -0.22 0.86 -2.69
H 1.45 1.18 -2.40
H 0.91 -0.62 -2.33
H 0.62 1.88 -0.36
H 1.76 0.01 1.01
H 2.71 0.01 -0.25
H 1.62 -1.22 -0.14
H -1.61 0.44 -0.93
H -0.95 -0.95 -0.22
H -0.56 0.45 1.83
H -2.57 0.25 2.47
H -3.08 1.71 1.57
H -3.22 0.22 0.82
H 2.93 2.90 0.71
H 2.20 4.19 0.33
O 2.66 3.40 -0.03
H 0.46 5.88 0.40
H 0.61 4.96 -0.79
O 1.13 5.60 -0.26
H 2.35 4.11 -1.92
H 2.29 3.98 -3.33
O 1.75 3.53 -2.52
H -1.94 -2.60 -0.80
H -3.42 -2.74 -0.85
O -2.69 -2.13 -0.76
H 2.91 -4.03 3.53
H 1.61 -3.69 3.25
O 2.21 -4.45 3.06
H -5.02 -0.60 -2.75
H -3.94 -0.96 -1.68
O -4.49 -0.31 -2.20
H 0.13 -0.59 4.39
H -1.19 -1.16 4.38
O -0.57 -0.90 3.78
H 2.56 -3.05 -2.54
H 1.31 -3.09 -1.54
O 1.92 -2.58 -2.11
H 0.20 3.27 -2.53
H -1.33 3.12 -2.14
O -0.58 2.79 -2.67
H 1.68 -4.07 1.17
H 3.08 -3.90 0.44
O 2.19 -4.30 0.36
H -1.06 3.06 0.86
H -1.86 4.28 0.27
O -0.96 3.94 0.33
H -0.40 -3.66 0.37
H -0.40 -4.46 -0.89
O -0.61 -3.57 -0.58
H -0.55 -3.66 2.79
H -0.34 -2.17 2.48
O -0.20 -3.04 2.07
*
```

Calculated values
* HOMO-LUMO gap: 9.28 eV
* energy relative to the best compared isomer or geometry (same formula, charge and spin): 153.8 kcal per mole


Computed, not measured: an isolated ion of composition C4H3Cl2O2 and charge -1 in a non-equilibrium geometry, with the ωB97M-V functional and the def2-TZVPD basis.

The geometry in ORCA input format:
```
! RIJCOSX wB97M-V def2-TZVPD def2/J DEFGRID3
* xyz -1 1
C 1.76 -0.55 -0.81
C 0.59 -0.40 0.03
C -1.96 0.28 0.24
C -0.46 0.75 0.32
O 2.02 -0.12 0.37
O 2.19 -0.79 -1.88
Cl -2.09 -0.79 1.67
Cl -0.24 2.02 -1.01
H 0.25 -1.32 0.46
H -2.02 -0.40 -0.69
H -0.04 1.32 1.29
*
```

Calculated values
* HOMO-LUMO gap: 6.26 eV
* energy relative to the best compared isomer or geometry (same formula, charge and spin): 59.8 kcal per mole


Computed, not measured: a 2-piece molecular cluster, C4H3Cl3N3O2 overall in a non-equilibrium geometry, with the ωB97M-V functional and the def2-TZVPD basis.

The geometry in ORCA input format:
```
! RIJCOSX wB97M-V def2-TZVPD def2/J DEFGRID3
* xyz 1 1
C -0.43 0.87 0.00
C -0.32 -1.50 0.42
C 3.96 0.67 -0.10
C -1.89 0.92 -0.32
N -2.32 0.41 -1.38
N 0.24 -0.20 0.32
N -1.51 -1.65 0.77
O 4.94 1.11 -0.49
O 2.97 0.26 0.29
Cl 0.20 2.38 -0.28
Cl 0.83 -2.74 0.14
Cl -2.71 1.66 0.94
H -3.33 0.38 -1.65
H 1.28 0.07 0.37
H -1.90 -2.65 0.97
*
```

Calculated values
* HOMO-LUMO gap: 9.29 eV
* energy relative to the best compared isomer or geometry (same formula, charge and spin): 0.0 kcal per mole


Computed, not measured: a single C4H3ClF2 molecule in a non-equilibrium geometry, with the ωB97M-V functional and the def2-TZVPD basis.

The geometry in ORCA input format:
```
! RIJCOSX wB97M-V def2-TZVPD def2/J DEFGRID3
* xyz 0 1
C 0.12 1.45 -0.48
C 1.43 -0.86 0.01
C -0.07 -1.02 0.10
C -0.61 0.34 0.31
F -0.27 1.70 -1.82
F -0.20 0.46 1.74
Cl 1.75 0.54 -0.62
H -0.32 -1.69 -0.65
H -0.16 -1.52 1.07
H -1.66 0.59 0.35
*
```

Calculated values
* HOMO-LUMO gap (alpha / beta): 7.19 / 7.18 eV
* energy relative to the best compared isomer or geometry (same formula, charge and spin): 149.3 kcal per mole


Computed, not measured: an isolated ion of composition C4H3ClN3OS2 and charge +1 in a non-equilibrium geometry, with the ωB97M-V functional and the def2-TZVPD basis.

The geometry in ORCA input format:
```
! RIJCOSX wB97M-V def2-TZVPD def2/J DEFGRID3
* xyz 1 1
C 0.46 -0.65 -2.60
C 1.22 0.26 0.34
C 0.58 0.88 1.31
C 2.04 -0.48 -0.37
N -0.68 -0.53 -2.79
N -0.54 0.30 2.06
N -1.77 -0.07 0.13
O -2.62 -0.43 -0.81
S -2.12 0.08 1.62
S 2.05 -0.69 -2.19
Cl 1.02 2.50 1.76
H -2.21 -0.67 -1.64
H 2.96 -0.87 0.05
H -0.38 0.37 3.13
*
```

Calculated values
* HOMO-LUMO gap (alpha / beta): 7.03 / 7.02 eV
* energy relative to the best compared isomer or geometry (same formula, charge and spin): 43.9 kcal per mole


Computed, not measured: a single C4H3ClSi molecule in a non-equilibrium geometry, with the ωB97M-V functional and the def2-TZVPD basis.

The geometry in ORCA input format:
```
! RIJCOSX wB97M-V def2-TZVPD def2/J DEFGRID3
* xyz 0 1
C 0.13 -1.71 1.97
C 0.36 -0.80 1.22
Si 0.74 0.60 0.07
Cl 2.45 0.17 -0.95
C -0.65 0.72 -1.14
C -1.54 0.80 -1.95
H -0.07 -2.50 2.63
H 0.91 1.85 0.80
H -2.32 0.87 -2.65
*
```

Calculated values
* HOMO-LUMO gap: 11.38 eV
* energy relative to the best compared isomer or geometry (same formula, charge and spin): 0.0 kcal per mole
* structure (SMILES): C#C[SiH](Cl)C#C


Computed, not measured: a single C4H3F3 molecule in a non-equilibrium geometry, with the ωB97M-V functional and the def2-TZVPD basis.

The geometry in ORCA input format:
```
! RIJCOSX wB97M-V def2-TZVPD def2/J DEFGRID3
* xyz 0 1
C -0.29 0.80 0.01
C 0.33 -0.55 0.22
C -0.52 1.21 1.45
C 0.30 -1.51 -0.69
F 0.02 2.38 1.56
F 0.62 -2.76 -0.71
F -0.23 -1.22 -1.91
H 0.31 1.53 -0.55
H -1.27 0.75 -0.55
H 0.74 -0.63 1.17
*
```

Calculated values
* HOMO-LUMO gap: 9.60 eV
* energy relative to the best compared isomer or geometry (same formula, charge and spin): 65.7 kcal per mole